{"formula": "C38H106N8O11", "method": "wB97M-V/def2-TZVPD", "energy_ev": -75561.887, "homo_lumo_gap_ev": 8.8, "multiplicity": 1, "e_above_lowest_kj_mol": 283.5, "smiles": "COC[C@H](C)N.COC[C@H](C)N.COC[C@H](C)N.COC[C@H](C)N.COC[C@H](C)N.COC[C@H](C)N.COC[C@H](C)N.COC[C@H](C)N.CCO.CCO.CCO", "homo_energy_ev": -8.31, "lumo_energy_ev": 0.49, "elements": ["C", "C", "C", "O", "C", "N", "H", "H", "H", "H", "H", "H", "H", "H", "H", "H", "H", "C", "C", "C", "O", "C", "N", "H", "H", "H", "H", "H", "H", "H", "H", "H", "H", "H", "C", "C", "C", "O", "C", "N", "H", "H", "H", "H", "H", "H", "H", "H", "H", "H", "H", "C", "C", "C", "O", "C", "N", "H", "H", "H", "H", "H", "H", "H", "H", "H", "H", "H", "C", "C", "C", "O", "C", "N", "H", "H", "H", "H", "H", "H", "H", "H", "H", "H", "H", "C", "C", "C", "O", "C", "N", "H", "H", "H", "H", "H", "H", "H", "H", "H", "H", "H", "C", "C", "C", "O", "C", "N", "H", "H", "H", "H", "H", "H", "H", "H", "H", "H", "H", "C", "C", "C", "O", "C", "N", "H", "H", "H", "H", "H", "H", "H", "H", "H", "H", "H", "C", "C", "O", "H", "H", "H", "H", "H", "H", "C", "C", "O", "H", "H", "H", "H", "H", "H", "C", "C", "O", "H", "H", "H", "H", "H", "H"], "positions_angstrom": [[4.0777, -3.0500, -1.4939], [3.1571, -2.1480, -0.6835], [3.6454, -1.9869, 0.7632], [3.6273, -3.2812, 1.3209], [4.3677, -3.4549, 2.5055], [3.1726, -0.8212, -1.3339], [5.0279, -2.5666, -1.7211], [3.7233, -3.4454, -2.4458], [4.2920, -3.9936, -0.9921], [2.1389, -2.5360, -0.6533], [3.0653, -1.3372, 1.4185], [4.6502, -1.5653, 0.7374], [4.0896, -2.6603, 3.1979], [5.4026, -3.2776, 2.2129], [4.1099, -4.4386, 2.8978], [2.5889, -0.1680, -0.8312], [2.6272, -0.9121, -2.1791], [4.0779, 1.9596, 2.1806], [2.7399, 2.0473, 2.8543], [1.9137, 3.3177, 2.4326], [0.6107, 3.2020, 3.0320], [-0.2327, 4.3111, 2.7544], [2.1066, 0.8213, 2.7607], [4.0338, 2.3722, 1.1727], [4.4700, 0.9512, 2.3128], [4.7505, 2.5820, 2.7709], [2.9943, 2.2536, 3.8939], [1.6833, 3.2775, 1.3680], [2.5459, 4.1655, 2.6966], [-1.2095, 4.2139, 3.2281], [-0.4556, 4.4626, 1.6982], [0.1825, 5.2547, 3.1085], [1.2632, 1.0419, 3.2708], [2.4558, 0.0606, 3.3260], [0.1713, 4.2435, -2.2994], [0.6864, 3.0977, -3.1548], [1.0798, 3.4623, -4.5813], [1.2354, 2.2630, -5.3755], [1.5682, 2.5245, -6.7704], [1.7740, 2.5506, -2.3894], [-0.2777, 3.8049, -1.4083], [-0.5581, 4.8395, -2.8479], [0.9569, 4.9357, -1.9965], [-0.1295, 2.3750, -3.1448], [1.9844, 4.0660, -4.6545], [0.2877, 4.1206, -4.9382], [0.7574, 2.9879, -7.3325], [1.8058, 1.6023, -7.3007], [2.4931, 3.0833, -6.9133], [2.0213, 1.6227, -2.7022], [1.5605, 2.4986, -1.4036], [0.4767, -5.0469, -1.0657], [0.2147, -4.7413, 0.4192], [-1.0538, -5.5141, 0.9690], [-1.1789, -5.2413, 2.3063], [-2.3527, -5.7250, 2.9190], [1.4639, -5.1415, 1.1031], [-0.3491, -4.7873, -1.7281], [0.7569, -6.0976, -1.1416], [1.3835, -4.6559, -1.5271], [-0.0134, -3.6966, 0.6310], [-0.9313, -6.5826, 0.7915], [-1.9697, -5.2137, 0.4600], [-3.2540, -5.2293, 2.5584], [-2.3099, -5.4911, 3.9828], [-2.4279, -6.7916, 2.7077], [1.3099, -5.1972, 2.0997], [2.1799, -4.4315, 1.0451], [-1.8383, -2.0105, -1.1701], [-3.2177, -2.6687, -0.8705], [-3.8270, -2.3049, 0.4897], [-5.0702, -2.9308, 0.6955], [-5.5683, -2.7663, 1.9994], [-4.1562, -2.2808, -1.9234], [-1.1428, -2.2988, -0.3818], [-1.8729, -0.9211, -1.1652], [-1.3943, -2.3884, -2.0910], [-3.0016, -3.7367, -0.8957], [-3.9718, -1.2335, 0.6280], [-3.0439, -2.5589, 1.2042], [-6.5569, -3.2253, 1.9847], [-5.7276, -1.7087, 2.2095], [-4.8578, -3.2033, 2.7010], [-5.0340, -2.3624, -1.4306], [-4.0667, -1.2836, -2.0562], [0.0075, -2.0807, 3.4310], [1.1814, -2.9121, 3.9412], [2.0869, -2.3476, 5.1089], [2.5841, -1.0190, 4.8117], [3.0932, -0.3546, 5.9674], [0.4905, -4.0856, 4.3704], [-0.6233, -2.5243, 2.6607], [0.4809, -1.1869, 3.0247], [-0.5980, -1.6773, 4.2427], [1.8329, -3.1395, 3.0974], [2.9312, -3.0189, 5.2655], [1.5950, -2.3085, 6.0808], [3.4108, 0.6440, 5.6671], [3.9912, -0.7654, 6.4289], [2.3247, -0.1908, 6.7228], [1.2207, -4.7834, 4.3830], [-0.1024, -4.3225, 3.5878], [0.6340, -1.8845, -4.0775], [1.9564, -1.4814, -4.7116], [1.9733, -1.5844, -6.2527], [3.2548, -1.5876, -6.8941], [3.2225, -1.8369, -8.3030], [2.2579, -0.1438, -4.2765], [-0.2081, -1.3162, -4.4724], [0.6310, -1.7176, -3.0003], [0.3745, -2.9392, -4.1690], [2.7097, -2.1772, -4.3420], [1.4357, -0.7190, -6.6402], [1.3713, -2.4339, -6.5751], [4.2692, -1.8519, -8.6069], [2.6482, -1.0775, -8.8337], [2.7483, -2.7810, -8.5712], [3.1943, 0.0799, -4.5818], [1.7143, 0.5717, -4.7376], [-2.7160, 8.2540, -0.0011], [-2.2025, 6.8682, 0.2984], [-3.3246, 5.9179, 0.6081], [-2.7037, 4.6434, 0.9369], [-3.7233, 3.6695, 1.1684], [-1.4790, 6.4202, -0.8603], [-1.9267, 9.0036, -0.0579], [-3.3288, 8.5428, 0.8528], [-3.3236, 8.3657, -0.8992], [-1.5152, 6.9534, 1.1401], [-4.0011, 5.7968, -0.2380], [-3.9640, 6.1859, 1.4492], [-4.1030, 3.3031, 0.2146], [-4.5364, 4.0699, 1.7740], [-3.2797, 2.7928, 1.6404], [-1.1851, 5.4848, -0.6183], [-0.6314, 6.9643, -0.9354], [-1.9544, 0.8268, 4.6133], [-3.2306, 0.0436, 4.2339], [-3.6405, 0.4353, 2.9399], [-2.1729, 1.8638, 4.8682], [-1.2174, 0.8423, 3.8103], [-1.4783, 0.4376, 5.5132], [-4.0651, 0.1530, 4.9265], [-3.0226, -1.0260, 4.2042], [-4.0923, 1.2489, 3.1756], [-3.3889, 2.8169, -2.8168], [-3.0543, 1.5879, -2.0266], [-3.7508, 0.5112, -2.5946], [-2.7525, 3.0062, -3.6812], [-3.5331, 3.7100, -2.2087], [-4.3900, 2.6564, -3.2169], [-3.2698, 1.6754, -0.9617], [-1.9850, 1.3785, -2.0555], [-3.3356, 0.4152, -3.4548], [-0.8232, 1.0094, 0.7327], [0.2587, 0.2333, -0.0424], [1.5083, 0.8052, 0.0866], [-1.1266, 1.9135, 0.2048], [-0.6440, 1.3751, 1.7438], [-1.7053, 0.3749, 0.6475], [0.0877, 0.0769, -1.1075], [0.2249, -0.7648, 0.3943], [1.6946, 0.8470, 1.0274]], "forces_ev_per_a": [[0.42, -1.12, 0.18], [0.19, 1.26, -0.28], [0.21, -0.52, -0.40], [-0.26, -0.59, -0.07], [-0.23, 1.03, -0.79], [-0.06, -0.66, -0.11], [-0.04, 0.24, 0.21], [-0.66, 0.64, -0.22], [0.12, 0.08, 0.50], [-0.20, -0.42, 0.10], [-0.47, 0.33, -0.35], [0.42, -0.07, -0.02], [0.01, -0.04, 0.48], [0.44, -0.58, 0.55], [0.45, 0.04, 0.04], [0.25, 0.12, 0.57], [0.36, 0.03, -0.70], [0.66, 1.15, 0.33], [1.89, 2.50, 0.95], [-0.59, -2.51, -0.44], [0.42, 0.79, 0.57], [-0.03, 0.35, -0.08], [-3.29, -0.98, -0.34], [0.32, -0.65, -0.27], [-0.05, -0.03, -0.68], [0.32, 0.25, -0.31], [-0.18, 0.20, 0.61], [0.60, 0.27, -0.43], [-0.50, 0.42, 0.19], [0.18, -0.49, 0.20], [0.27, -0.39, -0.26], [0.33, 0.07, 0.23], [-1.09, -0.61, -0.14], [0.87, 0.06, -0.02], [-0.23, 0.57, -0.92], [0.40, -0.05, 0.99], [-0.31, -0.18, -0.04], [0.01, 1.08, -1.18], [0.11, -0.38, 0.52], [1.08, -0.25, -0.25], [-0.12, 0.11, 0.04], [-0.31, -0.06, 0.22], [0.26, -0.16, 0.01], [-0.44, -0.18, -0.80], [0.34, -0.14, 0.39], [-0.38, -0.22, -0.61], [-0.16, 0.26, 0.30], [-0.34, -0.47, 0.51], [-0.05, 0.54, 0.50], [0.18, -0.25, 0.02], [-0.04, -0.17, 0.03], [-0.16, -0.29, -0.09], [0.18, -0.66, -0.01], [1.35, 0.14, -1.67], [0.03, 0.69, 1.60], [0.01, 0.01, -0.13], [-0.85, -0.53, 0.54], [-0.16, -0.18, 0.03], [-0.72, -0.38, 0.09], [0.06, 0.95, 0.56], [0.02, 0.35, -0.32], [0.13, -0.36, 0.01], [0.00, 0.27, -0.45], [-0.09, 0.11, -0.45], [0.29, -0.32, 0.00], [-0.20, -0.19, 0.35], [-0.31, -0.25, 0.25], [0.10, 0.26, -0.57], [-0.48, -0.44, 1.14], [0.43, 1.09, -0.71], [1.22, 0.30, -0.03], [0.45, -0.55, -0.56], [-0.22, 0.25, -0.66], [-0.23, -0.63, 0.33], [0.09, 0.04, 0.09], [-0.22, -0.06, -0.25], [-0.37, 0.11, -0.15], [-0.47, -0.27, 0.02], [0.11, 0.43, -0.35], [-0.16, -0.51, 0.84], [0.20, -0.30, 0.39], [0.22, 0.24, 0.25], [-0.26, -0.08, 0.40], [-0.74, -0.25, -0.57], [0.20, 0.20, -0.15], [1.45, 2.58, 0.29], [-0.61, 0.99, 0.32], [-0.58, 0.52, -0.73], [0.15, -0.82, 0.77], [-0.03, 0.83, -0.40], [0.99, -1.30, 0.83], [0.28, -0.36, 0.14], [-0.37, 0.32, -0.55], [-0.19, -0.44, 0.18], [0.25, 0.29, -0.19], [0.23, -0.20, -0.23], [-0.63, -0.03, -0.12], [-0.14, 0.06, -0.34], [-0.09, -0.75, -0.12], [-0.17, -0.35, 0.10], [-0.24, -0.96, 0.42], [-0.24, -0.52, 0.09], [-0.58, -0.39, -0.08], [0.18, -0.32, -0.68], [-0.68, -0.01, -0.67], [-0.23, -0.41, 0.52], [-0.09, 0.17, 0.86], [0.95, 0.38, 0.39], [-0.05, 0.16, -0.15], [0.35, 0.28, 0.02], [0.16, -0.13, -0.39], [0.29, 0.11, 0.15], [-0.31, 0.35, 0.00], [0.15, -0.53, -0.07], [-0.19, 0.10, -0.18], [0.13, 0.38, -0.06], [0.03, -0.34, 0.29], [0.43, 0.05, 0.23], [-0.57, -0.13, -0.11], [-0.64, 0.80, 0.87], [-0.21, 1.21, -0.41], [0.55, -1.30, 0.32], [-1.20, 0.36, -0.02], [0.77, -0.17, -0.44], [0.17, -0.91, -0.17], [0.22, -0.17, -0.07], [-0.20, 0.34, 0.02], [0.05, -0.45, -0.07], [-0.20, -0.15, 0.59], [0.10, -0.03, -0.42], [0.19, 0.48, 0.25], [-0.38, 0.18, -0.13], [-0.06, 0.03, 0.10], [0.17, 0.15, 0.24], [0.25, -0.31, -0.43], [0.16, 0.12, -0.19], [-0.46, -0.04, 0.64], [1.38, -0.49, 0.14], [-0.58, 0.35, 0.12], [-0.21, 0.17, -0.19], [-0.19, -0.23, -0.07], [0.03, -0.28, 0.01], [0.13, 0.24, 0.33], [0.14, -0.05, -0.11], [-0.27, 0.35, -0.87], [-1.00, 0.88, -0.06], [0.81, 0.39, 0.24], [-0.05, -0.58, 0.00], [0.26, 0.07, 0.23], [0.64, 0.20, 0.01], [-0.12, -0.09, -0.12], [-0.49, -0.13, -0.13], [0.31, 0.02, -0.01], [-0.25, -0.43, -0.31], [-0.84, 0.16, -1.72], [-0.71, -0.06, 1.23], [0.36, 1.03, -0.75], [0.20, 0.31, -0.29], [0.47, -0.75, 0.05], [-0.29, 0.02, 0.69], [-0.44, 0.40, -0.06], [0.38, -0.44, 0.06], [0.47, -0.18, 1.14]]}